# 1
# C18H26N3O17S3

A 4-piece molecular cluster, C18H26N3O17S3 overall in a non-equilibrium geometry (ωB97M-V/def2-TZVPD, OMol25).

Summary:
Highest occupied orbital energy: -12.63 eV
HOMO-LUMO gap: 7.379 eV
Charge: +1
Multiplicity: 1

Cartesian coordinates (Å):
S1 -4.21543 -0.52145 1.38413
S2 1.42372 -4.89761 -6.70779
S3 -0.22207 -0.12281 5.03247
O1 -5.38045 -1.22251 1.87162
O2 0.92081 -3.56153 -6.93824
O3 2.38946 -4.85831 -5.39393
O4 -0.97586 4.36414 -0.28900
O5 2.07637 -5.68042 -7.73134
O6 1.52054 3.91522 1.56668
O7 6.59317 1.41571 1.35135
O8 -4.66547 0.97668 0.92482
O9 -0.35334 -3.58957 -1.77295
O10 -1.34083 0.92930 5.57956
O11 -0.42057 -1.39103 5.69476
O12 0.22186 -5.78860 -6.06006
O13 3.80075 3.32409 1.01487
O14 -3.30288 -0.08509 2.66369
O15 -3.33921 -1.06059 0.36792
O16 -0.14165 0.01138 3.59488
O17 1.08583 0.60097 5.68513
N1 4.17136 2.46546 2.01224
N2 0.37686 -0.39557 -1.84566
N3 -2.33277 2.98641 -1.77626
C1 0.70725 -0.76191 -0.41455
C2 2.34821 3.11125 0.87744
C3 1.28243 2.22312 -1.60384
C4 1.40600 0.41627 0.54459
C5 1.46066 3.69650 -2.36238
C6 0.58935 -3.51741 -0.64596
C7 -3.03825 1.31386 2.58825
C8 5.41688 2.01081 1.56604
C9 1.69843 1.91717 -0.04653
C10 1.64019 -5.27760 -4.25569
C11 -0.04677 4.28818 -2.75713
C12 0.42545 -2.20146 0.31758
C13 0.62671 0.99428 -2.46848
C14 -0.73704 1.82251 6.51381
C15 0.63481 -6.29349 -4.79130
C16 -1.11332 3.90077 -1.54890
C17 0.72850 1.91799 6.09811
C18 -4.27099 1.91825 1.92133
H1 0.30276 1.18449 -3.58455
H2 1.13172 -4.39939 -3.84394
H3 0.36113 -4.46397 0.04465
H4 -0.38906 3.66608 -3.71166
H5 1.25374 -2.30937 1.17026
H6 0.85179 2.58628 5.23932
H7 -3.15599 3.38134 -1.23550
H8 1.69815 0.20925 1.66830
H9 -0.60983 -2.15919 0.90792
H10 2.13461 3.59905 -3.33604
H11 1.72442 -3.65994 -0.98318
H12 0.00205 5.44514 -2.96424
H13 1.37202 2.25400 6.91466
H14 -0.22686 -6.41036 -4.12862
H15 -0.05318 -1.09783 -2.48869
H16 -2.13331 2.05803 -1.30333
H17 -4.05957 2.88941 1.46588
H18 -1.12337 -2.95507 -1.67205
H19 2.29932 -5.70457 -3.49608
H20 -1.23707 2.79445 6.48997
H21 -0.83559 1.38742 7.51357
H22 2.03578 4.47453 -1.66698
H23 -2.14593 1.45584 1.96944
H24 1.10636 -7.26871 -4.94988
H25 -5.09399 2.02315 2.63561
H26 -2.85879 1.72660 3.58385

---

# 2
# C6H10O

One molecule with the formula C6H10O in a non-equilibrium geometry (ωB97M-V/def2-TZVPD, OMol25).

Summary:
Highest occupied orbital energy: -8.92 eV
SMILES: CC1=CC[C@H]1CO
HOMO-LUMO gap: 9.946 eV
Multiplicity: 1

Cartesian coordinates (Å):
O1 -0.73721 -1.05264 1.33838
C1 -0.37851 0.31321 -0.54243
C2 1.07088 1.14739 0.71055
C3 -1.27321 -0.18023 -1.61458
C4 0.53530 -1.38178 0.82981
C5 -0.40922 1.31371 0.37664
C6 0.95715 -0.19304 -0.07060
H1 1.66353 1.89720 0.17704
H2 -2.31853 0.07556 -1.42084
H3 -1.18849 -1.26068 -1.78236
H4 1.72854 -0.43607 -0.80950
H5 -0.80780 0.07172 1.31664
H6 1.26030 -1.61269 1.63169
H7 -1.08898 2.14992 0.48398
H8 0.53126 -2.26353 0.15714
H9 -0.95543 0.32893 -2.53149
H10 1.41043 1.08303 1.74992

---

# 3
# C6H8FO2P

One molecule with the formula C6H8FO2P in a non-equilibrium geometry (ωB97M-V/def2-TZVPD, OMol25).

Summary:
Highest occupied orbital energy: -10.39 eV
SMILES: C#C[C@]1(F)CC[P@@](C)(=O)O1
HOMO-LUMO gap: 10.944 eV
Multiplicity: 1

Cartesian coordinates (Å):
P1 -1.51176 -0.71509 -0.18080
F1 -0.05111 -1.40307 2.92302
O1 -2.84330 -1.29307 -0.35786
O2 -1.22413 -0.34004 1.42498
C1 -1.55236 0.98127 -1.13032
C2 0.91410 -1.01606 0.73467
C3 0.03642 -0.50239 1.89322
C4 0.03619 -1.52642 -0.44635
C5 0.38999 0.79332 2.44933
C6 0.96882 1.81220 2.77593
H1 -0.08717 -2.60708 -0.43058
H2 -2.29656 1.50767 -0.55488
H3 0.41104 -1.04537 -1.40705
H4 1.52930 -0.22427 0.24939
H5 -0.69217 1.56902 -1.33655
H6 1.42935 -1.85473 1.19275
H7 1.17251 2.72199 3.28324
H8 -1.75866 0.55421 -2.05091

---

# 4
# C5H11O2

A 2-piece molecular cluster, C5H11O2 overall in a non-equilibrium geometry (ωB97M-V/def2-TZVPD, OMol25).

Summary:
Highest occupied orbital energy: -3.42 eV
HOMO-LUMO gap: 7.106 eV
Charge: -1
Multiplicity: 1

Cartesian coordinates (Å):
O1 1.44350 -1.37621 2.52173
O2 0.80511 0.80288 2.37216
C1 -0.95577 -0.58598 1.87911
C2 1.21789 0.34482 -1.62431
C3 -1.03372 -0.96234 0.45071
C4 0.60050 -0.41937 2.34733
C5 0.09612 1.41206 -2.12202
H1 -1.30518 0.51786 1.85465
H2 0.80678 -0.60510 -1.24728
H3 -0.49870 1.69145 -1.22825
H4 -0.51296 -1.82025 0.26578
H5 1.99630 0.13018 -2.30459
H6 1.60297 0.56971 -0.74714
H7 -0.88239 -0.22550 -0.31766
H8 -0.58943 0.86354 -2.75872
H9 -2.09041 -1.33766 0.44293
H10 -1.30022 -1.27508 2.76707
H11 0.59959 2.27497 -2.55148

---

# 5
# C3H35N2O12S2

A 13-piece molecular cluster, C3H35N2O12S2 overall in a non-equilibrium geometry (ωB97M-V/def2-TZVPD, OMol25).

Summary:
Highest occupied orbital energy (alpha / beta): -2.22 / -8.56 eV
HOMO-LUMO gap (alpha / beta): 2.110 / 8.455 eV
Multiplicity: 2

Cartesian coordinates (Å):
S1 2.27993 2.47989 -0.49485
S2 2.47845 3.91861 0.83373
O1 0.40707 2.73976 2.87463
O2 -1.57818 0.35580 -4.34827
O3 -1.95238 4.03033 -0.98040
O4 0.95579 -3.91067 -0.08413
O5 -3.05384 1.55314 -2.34722
O6 0.61037 -1.33172 -4.25446
O7 -0.73904 -3.67664 2.28556
O8 -1.78977 -2.20760 -2.68237
O9 0.34468 0.30965 4.27281
O10 4.08369 0.16549 0.83825
O11 -1.89130 -1.18329 3.52040
O12 2.24508 -1.70440 -1.15426
N1 -1.09212 -1.26252 0.27430
N2 1.24830 0.39767 1.36103
C1 0.48929 1.99404 -0.58742
C2 0.40970 0.61032 0.08190
C3 -1.08975 0.20201 0.25084
H1 -1.69247 -0.60792 -4.14545
H2 4.60193 -0.24553 1.54276
H3 -0.64809 0.19052 -4.40116
H4 -1.11937 -1.67913 -0.60749
H5 1.44394 4.73150 0.68875
H6 0.14783 -3.66779 0.37372
H7 -3.74663 1.00234 -2.66445
H8 -1.51822 3.30130 -1.37855
H9 0.22838 1.84049 -1.69001
H10 -0.33296 -3.95616 3.01403
H11 1.50710 -1.53671 -4.67105
H12 -0.06224 1.08419 4.48180
H13 -2.56796 -0.67305 3.93579
H14 -1.81439 -1.62016 0.78507
H15 -0.24165 -0.43065 4.50464
H16 -2.81588 4.02302 -1.24307
H17 -0.09837 3.41409 2.63501
H18 3.24353 -1.56742 -1.04465
H19 0.90816 -0.43689 1.70065
H20 4.69649 0.46153 0.13980
H21 -0.15038 2.76372 -0.09913
H22 -1.68213 -2.23124 -3.67151
H23 -1.36723 0.69180 1.11235
H24 2.06258 -2.59126 -1.25185
H25 -1.81834 -2.99786 -2.28442
H26 -1.60974 -0.72009 2.73151
H27 0.68717 -1.48850 -3.31598
H28 2.18393 0.46172 1.13412
H29 -2.29430 1.66549 -2.99002
H30 1.57361 -4.20847 0.52761
H31 -1.38500 -2.94329 2.65946
H32 -1.81681 0.68553 -0.56386
H33 1.26443 2.85872 3.00859
H34 0.88981 -0.13431 -0.72641
H35 0.97732 1.08063 2.11328

---

# 6
# C21H37As3BrN4O3SY

C21H37As3BrN4O3SY as an isolated structure (ωB97M-V/def2-TZVPD, OMol25).

Summary:
Highest occupied orbital energy: -8.51 eV
HOMO-LUMO gap: 8.069 eV
Multiplicity: 1

Cartesian coordinates (Å):
Y1 1.14988 -1.12982 -1.50025
Br1 3.06985 0.99955 4.03935
As1 -0.75562 -1.44039 1.07799
As2 -5.12359 1.96084 1.50912
As3 -0.14084 1.58007 -0.96340
S1 -3.66570 -0.85863 -2.34759
O1 3.44264 1.10629 -4.32062
O2 1.97320 0.39716 -2.79091
O3 4.98561 -3.00161 -2.13451
N1 2.89340 -0.35390 0.17896
N2 2.94420 -2.01792 -2.61173
N3 1.65367 -3.47732 -0.79542
N4 -0.97938 -1.60602 -2.23314
C1 -5.53712 0.04959 1.31635
C2 1.08182 2.99230 -0.40946
C3 4.08401 -0.00578 -0.32466
C4 -1.85577 -3.03105 0.81514
C5 4.77872 0.97331 1.74201
C6 2.64260 -0.05818 1.45674
C7 3.77656 -2.85106 -1.96797
C8 -2.11387 -1.29167 -2.29743
C9 -0.68809 2.27974 -2.68928
C10 -1.78605 1.99080 0.02469
C11 3.55055 -1.18740 -3.64669
C12 -0.79510 1.61216 2.29675
C13 2.97771 0.23258 -3.62387
C14 -5.07593 2.40661 -0.40241
C15 3.12355 -3.65821 -0.84640
C16 5.04642 0.65085 0.42319
C17 -0.31211 -1.76264 2.96088
C18 -2.00062 1.33021 1.39307
C19 3.54882 0.60504 2.25951
C20 -2.25434 -0.18303 1.26552
C21 -3.22086 1.98072 2.08296
H1 -2.58533 1.69635 -0.65527
H2 -1.05794 3.29970 -2.58257
H3 5.99226 0.90599 -0.03241
H4 -2.88831 -0.38347 0.39935
H5 0.59122 3.96483 -0.45006
H6 -5.30520 -0.47933 2.24084
H7 -5.02025 -0.41914 0.48116
H8 5.50281 1.49317 2.35418
H9 -6.61177 -0.02548 1.14932
H10 0.19857 -0.91007 3.40610
H11 -1.47746 1.64561 -3.09296
H12 4.63587 -1.13159 -3.53672
H13 0.34055 -2.63343 3.03281
H14 3.36792 -1.59685 -4.64433
H15 -4.53529 3.33934 -0.55956
H16 1.28807 -3.85510 0.07188
H17 -1.24128 -3.92877 0.88751
H18 0.17407 2.25419 -3.35261
H19 1.92317 2.97830 -1.10246
H20 1.22881 -4.02379 -1.54087
H21 -3.28464 1.59191 3.10606
H22 -0.94187 1.19120 3.29375
H23 -6.10857 2.55772 -0.71723
H24 3.41172 -4.70332 -0.96562
H25 -3.01428 3.05051 2.19638
H26 0.12414 1.18728 1.88095
H27 -2.63330 -3.07163 1.57814
H28 -4.63652 1.61815 -1.01117
H29 -2.79486 -0.53890 2.14747
H30 1.44845 2.81431 0.60137
H31 -1.22587 -1.95738 3.52305
H32 3.54451 -3.30890 0.09766
H33 1.68368 -0.36093 1.85126
H34 -1.83213 3.07937 0.12954
H35 4.27145 -0.26752 -1.35578
H36 -0.63613 2.68728 2.40517
H37 -2.31446 -2.99281 -0.17085

---

# 7
# C5H6NO

An isolated ion of composition C5H6NO and charge +1 in a non-equilibrium geometry (ωB97M-V/def2-TZVPD, OMol25).

Summary:
Highest occupied orbital energy: -15.18 eV
HOMO-LUMO gap: 9.044 eV
Charge: +1
Multiplicity: 1

Cartesian coordinates (Å):
O1 1.67719 -0.82284 1.49627
N1 0.24708 0.32558 -0.53940
C1 -0.12114 2.32227 1.19856
C2 0.68001 -1.41118 1.19583
C3 -0.18436 -1.01773 -0.00118
C4 -0.59413 1.28361 -1.11823
C5 -0.08818 1.45934 0.25717
H1 -1.23108 -1.06786 0.47824
H2 -0.32949 -1.75719 -0.68271
H3 -0.16012 1.81538 -1.88319
H4 0.48033 -2.46302 1.53942
H5 -1.61662 1.12880 -1.08119
H6 1.24052 0.20483 -0.85958

---

| no. | E (a.u.) |
| --- | --- |
| 1 | -3338.519289 |
| 2 | -309.750679 |
| 3 | -825.085772 |
| 4 | -347.570938 |
| 5 | -1943.820597 |
| 6 | -10985.189751 |
| 7 | -323.585873 |